Record 1
83
Properties=species:S:1:pos:R:3:forces:R:3 method="wB97M-V/def2-TZVPD" lumo_ev=-2.048 total_energy_ev=-205745.10200 charge=+1 de_lowest_kcal_mol=6.94
Sr -0.409 0.463 0.003 -0.2 0.4 0.2
C -2.838 2.366 -1.794 0.0 0.0 0.2
C -3.254 2.628 -0.377 -0.1 0.1 0.2
C -4.385 3.419 -0.109 -0.1 0.1 0.2
C -4.751 3.634 1.192 0.2 -0.1 -0.2
C -3.992 3.075 2.241 0.3 -0.2 -0.3
C -4.336 3.263 3.589 0.1 -0.1 0.3
C -3.565 2.691 4.567 -0.5 0.3 -0.1
C -2.438 1.948 4.239 0.2 -0.1 -0.4
C -2.041 1.738 2.924 -0.2 0.2 0.5
S -0.581 0.851 2.681 0.6 -0.3 0.5
C -2.845 2.295 1.879 -0.6 0.4 0.9
N -2.526 2.093 0.582 0.3 -0.2 -0.7
H -3.585 2.753 -2.483 0.1 -0.1 -0.1
H -2.712 1.294 -1.954 0.0 0.0 -0.2
H -1.885 2.865 -1.981 0.1 0.0 -0.1
H -4.954 3.835 -0.926 0.0 0.0 0.0
H -5.620 4.229 1.432 -0.1 0.1 0.0
H -5.201 3.857 3.842 -0.1 0.1 0.0
H -3.828 2.821 5.605 0.0 0.0 0.1
H -1.833 1.519 5.024 0.1 0.0 0.0
C -3.851 -0.927 0.205 -0.7 0.3 0.1
O -2.492 -1.288 0.048 0.6 0.0 -0.1
C -2.187 -2.613 0.157 0.3 -0.6 0.0
C -3.136 -3.618 0.256 0.1 0.2 0.0
C -2.733 -4.941 0.361 0.0 -0.3 0.0
Br -4.062 -6.296 0.509 0.2 0.2 0.0
C -1.403 -5.293 0.364 -0.3 0.3 0.0
C -0.428 -4.297 0.258 -0.6 0.3 0.0
C -0.819 -2.950 0.159 -0.4 -0.6 0.0
O 0.093 -1.960 0.063 -0.1 -0.2 0.0
C 0.982 -4.640 0.256 0.4 -0.1 0.0
N 1.956 -3.751 0.223 -0.7 0.1 0.0
C 3.129 -4.466 0.232 0.2 -0.9 0.0
C 4.458 -4.054 0.222 0.0 0.0 0.0
C 5.430 -5.031 0.217 0.1 0.1 0.0
C 5.115 -6.394 0.224 0.0 -0.1 0.0
C 3.808 -6.828 0.249 -0.1 -0.1 0.0
C 2.826 -5.848 0.258 0.5 0.6 0.0
N 1.459 -5.918 0.276 -0.4 0.1 0.0
H -4.474 -1.316 -0.606 0.1 -0.1 0.0
H -3.877 0.158 0.180 0.0 -0.1 0.0
H -4.250 -1.263 1.166 0.1 0.0 0.0
H -4.188 -3.395 0.258 -0.1 0.1 0.0
H -1.148 -6.333 0.459 0.1 -0.1 0.0
H 0.986 -2.402 0.151 0.4 0.1 0.0
H 4.716 -3.007 0.227 0.0 0.1 0.0
H 6.471 -4.744 0.207 0.1 0.1 0.0
H 5.915 -7.119 0.212 0.0 0.0 0.0
H 3.558 -7.879 0.262 0.0 -0.1 0.0
H 0.917 -6.765 0.308 0.0 0.1 0.0
C -0.565 1.152 -4.553 -0.1 -0.2 0.1
C 0.212 1.311 -3.272 0.1 0.5 -1.0
O 0.068 0.568 -2.306 0.1 -0.2 -0.3
N 1.080 2.334 -3.274 0.1 0.0 0.0
C 1.914 2.674 -2.137 -0.1 0.1 0.3
C 1.240 3.693 -1.249 0.2 0.3 -0.2
C 1.312 5.053 -1.534 0.0 -0.1 0.1
C 0.652 5.948 -0.706 -0.1 -0.1 0.1
C -0.040 5.452 0.388 0.1 -0.1 -0.1
C -0.048 4.079 0.597 -0.2 0.4 0.3
N 0.558 3.220 -0.210 0.0 -0.6 -0.1
H -1.101 0.208 -4.548 0.0 0.0 0.0
H 0.097 1.185 -5.415 0.0 0.0 -0.1
H -1.285 1.963 -4.645 -0.1 0.1 0.0
H 1.106 2.949 -4.071 -0.1 -0.1 -0.1
H 2.866 3.059 -2.507 -0.1 -0.1 0.0
H 2.074 1.761 -1.561 0.2 0.1 -0.1
H 1.884 5.410 -2.378 0.1 0.0 -0.1
H 0.686 7.010 -0.904 0.0 0.0 0.0
H -0.559 6.112 1.065 0.0 0.0 0.1
H -0.555 3.651 1.450 0.0 0.0 0.1
Br 6.908 0.624 0.254 -0.4 -0.1 0.1
C 5.028 0.372 0.356 0.0 0.0 0.0
C 4.274 1.039 1.311 0.1 -0.1 -0.1
C 2.897 0.858 1.297 0.3 0.3 0.3
N 2.273 0.089 0.415 -0.5 0.0 -0.1
C 3.008 -0.572 -0.470 0.4 -0.1 -0.2
C 4.389 -0.472 -0.544 0.0 0.1 0.1
H 4.743 1.682 2.040 0.0 0.0 0.0
H 2.266 1.358 2.021 0.0 0.1 0.1
H 2.473 -1.203 -1.166 0.0 -0.1 -0.1
H 4.948 -1.028 -1.281 0.0 0.0 -0.1



Record 2
18
Properties=species:S:1:pos:R:3:forces:R:3 method="wB97M-V/def2-TZVPD" lumo_ev=0.857 total_energy_ev=-11844.03868 de_lowest_kcal_mol=123.82
C -1.532 -0.895 0.884 -0.4 -1.7 2.7
C 0.790 -0.382 -0.379 -0.4 -0.9 -0.5
C 1.813 0.447 -1.200 0.1 -1.8 -1.6
C 1.140 1.601 -0.440 0.6 4.1 2.3
C -0.194 0.820 -0.124 3.5 -3.2 -2.5
H -2.544 -0.742 2.542 -0.3 -1.0 -2.0
H -1.208 -2.809 -0.019 0.7 2.3 1.0
H 1.228 -0.659 0.609 -0.1 0.4 -0.6
H 2.894 0.009 -1.221 -1.7 1.5 1.0
H 1.649 0.550 -2.324 -0.5 -0.3 1.5
H 0.872 2.524 -1.048 0.7 -1.1 0.6
H 1.697 1.994 0.511 -0.9 -0.9 -1.7
H -0.813 0.868 -0.992 -0.4 0.5 -1.0
H -1.760 1.111 1.130 1.8 -1.7 0.2
N -2.488 -1.394 1.682 2.3 2.7 -0.6
N -0.737 -1.879 0.252 -1.1 -1.6 -1.1
N -0.942 0.414 0.984 -3.7 1.7 2.0
O 0.135 -1.577 -0.846 -0.1 1.2 0.3



Record 3
29
Properties=species:S:1:pos:R:3:forces:R:3 method="wB97M-V/def2-TZVPD" lumo_ev=1.968 total_energy_ev=-21280.60976 charge=-1 de_lowest_kcal_mol=165.76
C 3.734 -1.548 0.367 -0.1 0.4 0.1
C 3.655 0.055 0.828 1.0 -0.9 -0.8
O 2.251 0.536 0.879 1.9 0.6 -1.3
C 1.943 1.324 -0.326 0.2 -0.1 -1.1
C 0.348 1.321 -0.754 1.3 -0.7 -2.2
O -0.586 1.191 0.375 -2.7 1.0 -1.3
C -1.854 1.898 0.140 -1.2 6.8 -0.9
O -1.799 3.247 -0.049 -0.1 -7.9 1.0
N -3.241 1.291 0.141 5.5 -3.7 1.4
C -3.221 -0.059 0.392 0.6 0.0 -0.8
C -3.291 -0.731 1.915 -1.3 0.2 -0.5
C -3.177 -1.167 -0.851 -1.3 0.2 0.5
C 0.141 0.004 -1.751 -1.4 -3.0 -3.1
O 0.428 -1.196 -1.237 -1.2 5.4 -2.2
O -0.391 0.232 -3.117 2.7 -0.7 7.2
H 2.911 -1.752 -0.453 1.6 0.5 1.7
H 4.817 -1.788 -0.071 -2.3 0.6 1.0
H 3.545 -2.237 1.294 0.3 1.3 -1.8
H 4.303 0.631 0.010 -1.6 -0.9 1.8
H 4.230 0.189 1.860 -1.6 -0.1 -2.0
H 2.522 0.811 -1.235 -1.5 1.1 1.7
H 2.370 2.437 -0.286 -1.0 -2.2 0.4
H 0.183 2.261 -1.432 0.0 -1.7 1.7
H -2.372 -0.428 2.574 -1.7 -0.5 -1.5
H -3.431 -1.906 1.868 0.6 2.5 0.0
H -4.289 -0.307 2.412 2.3 -0.7 -1.0
H -2.524 -0.820 -1.759 -0.9 -0.4 1.9
H -2.910 -2.258 -0.470 -0.4 2.5 -0.7
H -4.295 -1.232 -1.263 2.2 0.2 0.9



Record 4
85
Properties=species:S:1:pos:R:3:forces:R:3 method="wB97M-V/def2-TZVPD" lumo_ev=0.161 total_energy_ev=-117697.07170 de_lowest_kcal_mol=30.38
Bi 0.738 -0.638 0.151 -0.7 0.0 -0.1
C 0.900 2.671 1.457 0.2 0.3 -0.1
C 2.280 2.018 1.682 -0.2 0.2 0.1
C 3.025 1.737 0.409 0.5 0.3 0.0
C 4.197 2.425 0.110 -0.1 -0.1 0.0
C 4.870 2.169 -1.072 -0.2 -0.1 -0.1
C 4.353 1.221 -1.941 0.1 0.1 0.2
C 3.198 0.561 -1.573 0.2 0.1 -0.4
N 2.564 0.817 -0.438 -0.2 0.3 -0.1
N -0.212 1.842 1.905 -0.1 -0.2 0.0
C -1.484 2.315 1.384 -0.1 0.2 0.1
C -1.723 2.156 -0.094 -0.4 0.0 0.0
C -3.038 2.027 -0.536 0.1 0.1 -0.1
C -3.287 1.996 -1.895 0.1 0.0 0.0
C -2.216 2.089 -2.769 0.0 0.0 0.0
C -0.945 2.207 -2.234 -0.1 0.2 -0.5
N -0.706 2.250 -0.935 0.2 -0.2 0.2
C -0.274 1.702 3.357 0.0 0.0 0.0
C 0.250 0.392 3.888 0.2 0.1 0.4
C 0.906 0.353 5.114 0.0 0.0 -0.1
C 1.358 -0.864 5.590 0.0 -0.1 0.0
C 1.159 -2.000 4.824 -0.2 0.1 0.1
C 0.468 -1.865 3.634 0.1 -0.2 0.4
N 0.012 -0.706 3.186 0.2 0.3 0.1
H 0.749 2.835 0.390 0.1 0.1 0.2
H 0.876 3.655 1.959 0.0 -0.1 0.0
H 2.143 1.086 2.232 0.1 0.1 0.1
H 2.902 2.673 2.293 0.0 -0.1 0.1
H 4.579 3.152 0.806 0.0 0.1 0.1
H 5.777 2.699 -1.316 0.1 0.1 0.0
H 4.840 0.987 -2.872 0.0 0.0 -0.1
H 2.744 -0.192 -2.198 0.1 -0.1 -0.1
H -1.625 3.392 1.608 0.0 -0.1 0.1
H -2.274 1.760 1.895 0.0 0.1 0.0
H -3.847 1.974 0.176 -0.1 0.0 0.1
H -4.298 1.914 -2.269 0.0 -0.1 0.0
H -2.373 2.079 -3.834 0.0 0.0 -0.1
H -0.071 2.302 -2.865 0.0 -0.1 -0.2
H -1.317 1.763 3.690 0.1 0.1 -0.1
H 0.266 2.518 3.856 -0.1 0.0 0.0
H 1.055 1.259 5.682 0.1 0.1 0.0
H 1.861 -0.924 6.542 0.1 0.0 0.1
H 1.541 -2.959 5.130 0.0 -0.2 0.1
H 0.274 -2.715 2.997 0.0 -0.2 -0.1
O 5.552 -5.770 0.939 0.3 -0.4 0.1
C 4.735 -4.909 0.819 -0.3 0.4 -0.1
S 3.574 -4.820 -0.517 -0.1 0.0 -0.2
C 2.814 -3.308 -0.049 0.1 0.0 0.3
C 3.255 -2.740 1.086 0.0 -0.1 -0.3
S 2.658 -1.262 1.774 0.7 -0.4 0.4
S 4.545 -3.555 1.950 0.0 0.0 0.0
S 1.580 -2.643 -1.104 0.4 -0.5 -0.2
C -3.170 -1.521 4.279 0.0 0.0 0.0
C -2.797 -2.385 3.088 0.2 0.6 -0.1
S -2.128 -1.293 1.742 -2.3 -0.2 0.3
O -1.153 -2.159 1.031 1.0 -0.5 -0.5
C -3.641 -1.298 0.673 0.6 0.0 0.1
C -3.734 -2.554 -0.157 0.1 -0.1 0.0
H -3.519 -2.141 5.104 0.0 0.0 0.0
H -3.965 -0.825 4.012 -0.1 0.1 0.1
H -2.305 -0.951 4.615 0.0 0.0 0.1
H -3.654 -2.944 2.718 0.1 -0.1 -0.2
H -1.995 -3.076 3.333 0.1 0.0 -0.1
H -3.514 -0.439 0.018 0.0 0.1 0.0
H -4.492 -1.138 1.335 -0.1 0.1 0.1
H -2.830 -2.623 -0.757 -0.1 -0.1 -0.1
H -4.593 -2.504 -0.823 -0.1 0.0 0.0
H -3.818 -3.444 0.461 0.0 -0.1 0.0
F 2.225 1.726 -5.936 -0.3 0.0 0.0
C 0.950 1.306 -5.807 0.3 -0.5 0.3
C 0.685 0.189 -5.097 0.6 0.9 -0.5
N -0.580 -0.281 -4.939 -0.4 0.0 -0.2
C -0.847 -1.312 -3.962 -0.2 -0.3 0.9
C -0.570 -0.801 -2.518 -0.2 -0.2 -1.1
O -1.429 -0.931 -1.655 -0.7 -0.2 0.6
O 0.576 -0.314 -2.327 0.4 0.4 -0.1
C -1.653 0.310 -5.582 0.2 -0.1 -0.1
O -2.780 -0.120 -5.533 -0.5 0.0 0.1
N -1.338 1.447 -6.293 -0.2 0.2 -0.1
C -0.103 2.079 -6.444 0.0 -0.1 0.1
O -0.011 3.124 -7.039 0.2 0.1 -0.1
H 1.471 -0.366 -4.611 0.0 0.0 0.0
H -0.181 -2.165 -4.122 -0.1 0.0 -0.1
H -1.890 -1.618 -4.051 0.3 0.0 -0.1
H -2.123 1.891 -6.759 0.2 -0.1 0.1



Record 5
69
Properties=species:S:1:pos:R:3:forces:R:3 method="wB97M-V/def2-TZVPD" s_squared=0.804 lumo_ev="-7.195 / -8.969" total_energy_ev=-102124.07076 charge=+2 multiplicity=2
Mn -1.636 0.771 -1.707 0.2 -3.1 1.0
C -0.138 -0.539 1.128 0.4 0.1 -0.5
N 1.166 0.092 0.883 -0.4 -0.1 -0.4
C 1.511 0.567 -0.474 -0.4 0.0 0.3
P 0.500 -0.019 -1.908 0.1 0.0 -0.6
C 1.549 0.594 -3.240 0.1 0.0 0.0
C 1.524 1.945 -3.592 0.1 0.0 0.0
C 2.411 2.427 -4.543 0.0 0.0 0.0
C 3.316 1.564 -5.149 0.0 0.0 0.0
C 3.341 0.220 -4.802 0.0 0.0 0.0
C 2.461 -0.270 -3.849 0.0 0.0 -0.1
C 0.630 -1.809 -1.914 0.0 -0.1 0.0
C -0.182 -2.536 -2.787 0.1 -0.1 0.0
C -0.042 -3.915 -2.866 0.0 0.0 0.0
C 0.905 -4.566 -2.083 0.0 0.0 0.0
C 1.723 -3.844 -1.225 0.0 0.0 0.0
C 1.585 -2.466 -1.139 0.1 -0.1 0.0
C 2.050 0.302 1.877 0.1 -0.1 0.1
C 3.029 1.332 1.731 0.0 -0.2 0.1
C 3.918 1.560 2.743 0.0 -0.1 0.2
C 3.887 0.768 3.903 0.0 0.0 0.0
C 2.950 -0.268 4.046 0.1 0.1 0.0
C 2.034 -0.505 3.061 0.0 0.2 -0.1
P -1.624 0.406 0.542 -0.3 0.6 0.4
C -1.615 1.959 1.445 0.1 0.1 0.0
C -0.782 2.191 2.539 0.0 0.0 0.1
C -0.837 3.405 3.209 0.0 -0.1 0.0
C -1.721 4.389 2.790 0.0 0.0 0.0
C -2.559 4.161 1.706 0.0 0.0 0.0
C -2.506 2.952 1.031 0.0 0.1 0.1
C -2.896 -0.645 1.252 -0.1 -0.1 0.0
C -3.022 -1.972 0.825 0.0 0.0 0.0
C -3.993 -2.785 1.382 0.0 0.0 0.0
C -4.842 -2.279 2.361 0.0 0.0 0.0
C -4.715 -0.967 2.790 0.0 0.0 0.0
C -3.741 -0.142 2.238 -0.1 -0.1 0.0
H -0.288 -0.714 2.184 0.0 0.0 0.2
H -0.199 -1.491 0.603 0.1 -0.2 0.0
H 2.551 0.328 -0.680 0.1 -0.1 0.0
H 1.412 1.652 -0.526 0.0 0.2 0.0
H 0.818 2.624 -3.139 0.0 0.0 0.0
H 2.388 3.474 -4.817 0.0 0.0 0.0
H 3.999 1.940 -5.900 0.0 0.0 0.0
H 4.044 -0.452 -5.277 0.0 0.0 0.0
H 2.484 -1.324 -3.595 0.0 0.1 0.0
H -0.913 -2.035 -3.407 0.0 0.0 0.0
H -0.672 -4.481 -3.541 0.0 0.0 0.0
H 1.012 -5.641 -2.150 0.0 0.0 0.0
H 2.472 -4.352 -0.630 0.0 0.0 0.0
H 2.244 -1.913 -0.476 0.0 -0.1 -0.1
H 3.040 1.962 0.855 0.0 0.0 0.0
H 4.639 2.361 2.653 0.0 0.0 0.0
H 4.599 0.957 4.697 0.0 0.0 0.0
H 2.964 -0.894 4.929 0.0 0.0 0.0
H 1.351 -1.338 3.151 0.0 0.0 0.0
H -0.103 1.426 2.899 -0.1 0.1 0.0
H -0.197 3.579 4.065 0.0 0.0 0.0
H -1.760 5.336 3.313 0.0 0.0 0.0
H -3.253 4.927 1.384 0.0 0.0 0.0
H -3.172 2.783 0.195 0.0 0.0 -0.1
H -2.373 -2.375 0.053 0.0 0.0 0.1
H -4.098 -3.808 1.046 0.0 0.0 0.0
H -5.608 -2.914 2.788 0.0 0.0 0.0
H -5.376 -0.578 3.554 0.0 0.0 0.0
H -3.653 0.883 2.573 0.0 0.0 0.0
Cl -1.597 2.633 -2.395 -0.3 2.3 -0.7
O -4.252 -2.403 -2.367 0.1 -0.1 0.0
C -3.478 -1.552 -2.208 -0.2 0.3 -0.1
N -2.664 -0.676 -2.038 0.1 0.2 -0.3